1.
# C10H17AuN6S2

A structure of composition C10H17AuN6S2 (ωB97M-V/def2-TZVPD, the OMol25 dataset).

XYZ file:
```
36
Properties=species:S:1:pos:R:3:forces:R:3:nbo_charge:R:1
Au -0.65205 0.15882 0.26463 0.29 0.14 -0.13 0.713
N -1.62284 -3.43695 0.33841 0.08 0.02 -0.08 -0.796
C -2.47042 -2.57788 -0.29842 -0.04 0.01 -0.03 0.250
N -2.34621 -1.27743 -0.25034 -0.08 0.13 -0.03 -0.621
C -3.34068 -0.64450 -0.98818 0.12 0.09 0.19 0.084
C -4.19932 -1.47859 -1.60321 -0.12 -0.08 -0.16 -0.413
S -3.78350 -3.11462 -1.27153 -0.05 -0.09 0.05 0.479
C -3.35608 0.82130 -0.98953 0.12 -0.09 0.19 0.176
C -4.23354 1.63711 -1.60031 -0.13 0.07 -0.14 -0.433
S -3.85186 3.28296 -1.27179 -0.05 0.09 0.05 0.480
C -2.52171 2.77876 -0.30517 -0.04 -0.02 -0.01 0.254
N -2.37076 1.47807 -0.25641 -0.03 -0.21 -0.02 -0.640
N -1.69596 3.65569 0.32257 0.06 -0.01 -0.07 -0.787
H -1.20688 -3.07870 1.18336 -0.04 0.01 0.03 0.399
H -1.90012 -4.40380 0.39528 -0.02 0.00 0.01 0.414
H -5.04970 -1.24170 -2.22327 0.07 -0.01 0.02 0.267
H -5.08321 1.38282 -2.21451 0.07 0.01 0.03 0.267
H -1.98207 4.61930 0.37954 -0.02 0.00 0.01 0.417
H -1.21765 3.30538 1.13652 -0.02 -0.01 0.02 0.401
N 4.36444 -0.26298 0.89107 -0.07 0.01 -0.03 -0.494
C 3.61798 -1.35052 0.15674 -0.02 0.11 0.01 -0.247
C 2.13392 -1.26257 0.48444 0.06 0.09 0.05 -0.261
N 1.56101 0.06812 0.17990 -0.13 -0.10 0.12 -0.660
C 2.30719 1.12176 0.89980 0.01 -0.08 0.03 -0.257
C 3.79660 1.10209 0.58609 -0.03 -0.10 -0.03 -0.247
H 5.35571 -0.29169 0.64508 0.03 0.00 -0.03 0.454
H 4.31861 -0.43576 1.89818 -0.01 -0.01 0.03 0.438
H 4.03915 -2.30953 0.44915 0.00 -0.03 0.02 0.260
H 3.80664 -1.19334 -0.90467 0.02 0.01 -0.02 0.234
H 1.97034 -1.45770 1.54633 -0.04 -0.01 0.00 0.220
H 1.60177 -2.02995 -0.07254 -0.03 0.01 -0.05 0.263
H 1.63222 0.23799 -0.82208 0.06 0.00 -0.01 0.406
H 2.14281 0.97561 1.96919 -0.03 0.01 0.01 0.223
H 1.90669 2.09842 0.64051 -0.02 0.01 -0.04 0.260
H 4.34103 1.83631 1.17531 0.01 0.02 0.03 0.261
H 3.98843 1.28767 -0.47011 0.02 0.00 -0.02 0.234
```
Forces are in eV/Å.

Values from the calculation:
HOMO-LUMO gap	7.324	eV
net charge	+2
LUMO level	-5.76	eV
max |F|	0.35	eV/Å

***

2.
# H24HeO12

A structure of composition H24HeO12 (ωB97M-V/def2-TZVPD, the OMol25 dataset).

XYZ file:
```
37
Properties=species:S:1:pos:R:3:forces:R:3:nbo_charge:R:1
He -8.11931 -18.60837 2.83264 0.12 -0.11 -0.04 0.002
O -8.89406 -16.01328 2.38352 0.10 0.16 -1.08 -0.974
H -9.66660 -15.45221 2.31569 -0.23 0.30 0.14 0.484
H -9.24200 -16.87331 2.61916 -0.21 -0.49 0.73 0.503
O -10.09150 -17.92429 4.35090 0.18 0.37 0.01 -0.973
H -9.52769 -18.42938 4.93675 0.29 0.06 0.24 0.477
H -10.66024 -18.57735 3.94312 -0.51 -0.27 -0.32 0.490
O -7.88344 -22.46229 2.77136 -0.01 -0.09 0.80 -0.963
H -8.80634 -22.60572 2.98089 -0.16 -0.10 0.17 0.455
H -7.86996 -22.33268 1.82308 0.06 0.22 -0.57 0.482
O -4.47772 -20.21147 0.48224 0.15 -0.24 -0.31 -0.961
H -5.27096 -19.70258 0.64964 -0.38 0.17 0.17 0.483
H -3.83660 -19.86826 1.10467 0.15 0.03 0.19 0.474
O -6.87875 -15.56332 4.24028 0.16 0.36 0.73 -0.982
H -7.59248 -15.62036 3.60502 -0.23 -0.03 -0.21 0.478
H -6.13396 -15.97501 3.80207 0.19 -0.25 -0.22 0.482
O -11.77587 -19.24852 2.54550 -0.41 -0.14 0.38 -0.958
H -12.40226 -18.65147 2.13637 -0.30 0.20 0.10 0.473
H -11.21796 -19.54163 1.82505 0.43 -0.01 -0.07 0.478
O -5.53753 -17.32720 2.36719 0.34 -0.11 0.29 -0.957
H -5.05790 -16.93227 1.63904 0.07 0.19 -0.26 0.477
H -6.34033 -17.66536 1.97047 -0.28 -0.11 -0.24 0.484
O -10.01399 -19.43895 0.43609 0.07 -0.03 0.06 -0.948
H -10.56804 -18.82360 -0.04413 -0.10 0.21 -0.19 0.475
H -10.31615 -20.30293 0.15594 0.10 -0.59 -0.26 0.500
O -7.18194 -15.78445 -0.40438 0.31 -0.19 -0.13 -0.944
H -7.65830 -16.01182 -1.20289 -0.13 0.11 -0.29 0.464
H -7.85817 -15.72833 0.27074 -0.13 0.13 0.54 0.479
O -7.69632 -21.98175 0.11054 -0.48 -0.31 -0.33 -0.966
H -6.91123 -22.50983 -0.03434 0.31 -0.22 -0.09 0.493
H -7.43777 -21.09422 -0.13780 0.36 0.47 0.13 0.488
O -10.42046 -16.35125 -0.70214 -0.07 0.01 -0.04 -0.919
H -9.82525 -16.73606 -0.05879 0.37 0.05 0.42 0.468
H -10.91577 -17.09479 -1.04570 -0.26 0.04 -0.38 0.452
O -7.21814 -19.07410 0.28100 0.51 -0.20 -0.03 -0.974
H -8.13197 -19.28149 0.47633 -0.57 0.06 0.27 0.496
H -7.21499 -18.85872 -0.65164 0.16 0.35 -0.29 0.480
```
Forces are in eV/Å.

Values from the calculation:
HOMO-LUMO gap	8.934	eV
LUMO level	-1.02	eV
max |F|	1.09	eV/Å

***

3.
# C16H40I2N7OSi2

A cluster of 2 separate species, C16H40I2N7OSi2 in total (ωB97M-V/def2-TZVPD, the OMol25 dataset).

XYZ file:
```
68
Properties=species:S:1:pos:R:3:forces:R:3:nbo_charge:R:1
C -6.18639 2.33331 0.90127 -1.41 0.41 -0.06 -0.673
C -5.79767 3.17198 -0.41495 -0.16 -1.14 -0.33 -0.370
I -6.22664 5.32279 -0.24497 -1.82 -0.93 1.20 0.149
C -4.28170 2.95346 -0.95216 -1.18 -0.06 -0.78 -0.208
I -3.56447 4.85995 -1.77690 1.82 -1.52 -0.69 0.200
N -3.34431 2.34838 0.02758 3.17 -0.36 4.81 -0.219
N -2.63469 1.21821 -0.29432 3.06 -1.69 3.14 -0.227
C -1.76077 0.85015 0.79361 -2.33 1.89 -1.04 0.398
C -0.73435 -0.36466 0.85841 0.07 0.51 -0.22 -0.492
C -1.09617 -1.49632 1.93569 0.07 -1.01 0.55 0.420
N -2.17546 -2.34850 1.30599 0.73 1.45 1.25 -0.803
N -1.60241 -0.97594 3.24755 -0.31 0.46 -0.30 -0.894
N 0.12458 -2.33647 2.24701 -0.18 0.72 -0.26 -0.837
N -1.94816 1.81531 1.89161 -3.26 0.66 -5.86 -0.538
C -2.93155 2.73896 1.34049 -0.43 0.01 0.47 0.514
C -3.43416 4.01383 2.15232 1.06 -0.34 0.49 -0.494
C -2.37130 5.22270 1.90720 0.24 0.11 0.69 -0.425
C -1.27332 5.31202 3.11356 -0.15 0.95 -0.31 -0.230
N 0.09930 4.86933 2.71291 -0.94 -1.16 0.38 -0.826
H -7.24103 1.89570 0.70615 1.77 0.71 0.38 0.254
H -6.32616 3.04437 1.80166 0.52 -1.38 -1.35 0.238
H -5.50981 1.44224 1.12581 -0.73 1.39 -0.32 0.226
H -6.49545 2.79888 -1.25960 1.36 0.86 1.30 0.261
H -4.34901 2.23709 -1.85363 0.55 1.01 1.72 0.292
H 0.31158 0.04350 1.11508 -1.61 -0.36 -0.49 0.254
H -0.68207 -0.83822 -0.19472 -0.13 0.73 1.85 0.301
H -2.91878 -1.66580 1.05532 0.45 -0.79 0.20 0.357
H -2.56023 -2.90081 2.08832 0.02 0.09 -0.71 0.357
H -0.87073 -0.46519 3.76488 -0.28 -0.61 -0.33 0.354
H -1.86333 -1.80144 3.82635 0.27 0.99 -0.54 0.375
H -0.07029 -2.94784 3.06730 -0.07 0.51 -1.00 0.366
H 0.89568 -1.72387 2.58503 -0.79 -0.46 -0.49 0.356
H -1.51189 1.85789 2.82080 -0.50 -0.04 -0.72 0.471
H -3.35615 3.75953 3.27835 -0.26 0.14 -1.86 0.246
H -4.52015 4.30767 1.96825 1.63 -0.59 -0.23 0.276
H -1.80761 5.01310 0.92153 -0.99 0.68 1.49 0.219
H -2.89887 6.25262 1.88445 0.63 -1.93 -0.31 0.250
H -1.58811 4.72416 4.04473 0.29 0.81 -1.34 0.186
H -1.19129 6.41811 3.44226 -0.28 -1.76 -0.55 0.212
H 0.22786 3.90209 3.07373 0.21 1.03 -0.65 0.342
H 0.21608 4.85936 1.68906 -0.07 0.01 0.79 0.362
O 3.82523 -3.25489 -3.08294 -0.14 0.22 0.33 -1.245
Si 2.34696 -2.75490 -2.48097 0.16 -0.24 0.13 1.906
C 2.42382 -0.93044 -2.03045 0.10 -0.11 -0.13 -1.139
C 1.91504 -3.73669 -0.93699 0.20 0.15 -0.27 -1.143
C 0.95597 -2.98435 -3.71542 0.34 -0.01 -0.05 -1.133
Si 5.40871 -3.32391 -2.54236 0.18 0.00 0.16 1.899
C 6.57439 -4.02923 -3.82869 -0.42 0.06 -0.05 -1.133
C 5.51580 -4.40633 -1.00826 -0.25 0.16 -0.22 -1.139
C 6.01263 -1.59699 -2.10545 -0.19 -0.20 -0.04 -1.139
H 3.11089 -0.76165 -1.19958 0.02 0.06 0.00 0.231
H 1.43501 -0.56474 -1.73702 0.01 -0.02 -0.04 0.216
H 2.76592 -0.34066 -2.88669 -0.03 0.02 0.11 0.244
H 1.96333 -4.80937 -1.14185 -0.02 0.04 0.06 0.244
H 0.90502 -3.49494 -0.59578 0.03 -0.03 0.04 0.241
H 2.61164 -3.50892 -0.12666 -0.06 -0.07 0.03 0.231
H 0.83811 -4.03558 -3.98705 -0.01 0.05 -0.04 0.246
H 1.13433 -2.40550 -4.62438 -0.04 -0.07 -0.02 0.241
H 0.01243 -2.64171 -3.27684 0.11 -0.03 0.01 0.231
H 6.29088 -5.04893 -4.09961 0.04 0.04 -0.05 0.242
H 7.59411 -4.05557 -3.43252 -0.11 0.03 0.03 0.242
H 6.58004 -3.41635 -4.73325 0.02 -0.08 -0.01 0.241
H 4.97311 -3.95244 -0.17523 0.03 -0.08 0.02 0.228
H 6.55604 -4.54084 -0.70459 -0.01 0.00 -0.02 0.242
H 5.08183 -5.39052 -1.20500 0.04 0.03 0.07 0.241
H 5.46294 -1.19854 -1.24958 0.04 0.07 -0.02 0.225
H 5.87963 -0.91952 -2.95144 0.03 0.05 0.04 0.238
H 7.07558 -1.61810 -1.84442 -0.10 -0.01 -0.04 0.243
```
Forces are in eV/Å.

Values from the calculation:
HOMO-LUMO gap	7.190	eV
net charge	+1
LUMO level	-4.03	eV
max |F|	6.74	eV/Å

***

4.
# C28H34O15

A cluster of 5 separate species, C28H34O15 in total (ωB97M-V/def2-TZVPD, the OMol25 dataset).

XYZ file:
```
77
Properties=species:S:1:pos:R:3:forces:R:3:lowdin_charge:R:1
O -1.20332 -7.06405 0.62066 0.04 0.72 -0.26 0.099
C -0.88721 -5.89407 0.50297 -0.05 -0.24 0.14 -0.307
C -0.01277 -5.40338 -0.61201 -0.32 -0.09 0.18 0.024
C 0.73746 -4.33469 -0.39645 -0.02 0.55 0.14 0.010
C 0.72518 -3.60356 0.92479 0.14 -0.37 -0.50 -0.292
O 1.72971 -3.01085 1.26828 -0.52 0.09 0.00 0.099
C -0.54098 -3.71458 1.72175 0.33 -0.09 -0.15 -0.061
C -0.97215 -2.75233 2.62821 0.63 0.51 -0.24 -0.148
C -0.20788 -1.47622 2.92832 -0.21 -0.13 0.90 -0.098
C 1.13182 -1.66986 3.69667 0.48 0.84 -1.43 -0.224
O 1.26521 -0.69551 4.74098 -0.29 -0.39 0.13 -0.091
C -2.18440 -2.96430 3.26096 -0.50 0.71 0.65 -0.016
C -2.96375 -4.07019 3.02855 -0.31 -0.48 -0.07 -0.040
C -2.52765 -5.03911 2.14088 -0.65 -0.06 0.43 -0.009
C -1.33431 -4.84194 1.50295 0.80 -0.89 -1.01 -0.109
H 0.01394 -5.91424 -1.57211 -0.08 -0.21 0.34 0.123
H 1.39168 -3.93588 -1.16930 0.06 -0.06 0.30 0.121
H -0.85197 -0.89223 3.60523 0.08 -0.15 -0.17 0.101
H -0.06033 -0.83532 2.04865 0.10 -0.40 -0.04 0.123
H 1.29826 -2.69157 4.04265 -0.30 0.30 0.47 0.127
H 1.93511 -1.46855 2.97666 -0.09 -0.30 0.22 0.098
H 1.02651 0.13639 4.31711 0.17 0.07 0.15 0.081
H -2.55854 -2.21076 3.95353 0.16 -0.06 -0.12 0.113
H -3.92403 -4.19385 3.52099 0.15 0.12 0.00 0.114
H -3.14565 -5.90981 1.94573 0.28 0.02 -0.09 0.127
C 0.59397 0.11078 -2.18116 0.33 -0.26 0.22 -0.008
C -0.76415 -0.54139 -2.19904 0.62 0.43 -0.06 -0.324
C -1.85923 0.27064 -1.55906 -0.28 0.16 -0.17 -0.084
O -2.78624 -0.74976 -1.15967 0.23 -0.17 0.03 0.072
C -2.06644 -1.88074 -0.94655 -0.07 0.04 0.04 -0.537
O -2.48879 -2.86559 -0.43700 -0.08 -0.04 -0.07 0.182
O -0.78881 -1.73050 -1.39293 -0.39 -0.04 0.05 0.071
H 1.37083 -0.61155 -2.43682 -0.07 -0.01 -0.13 0.094
H 0.63232 0.93590 -2.88898 -0.07 -0.04 -0.02 0.062
H 0.83450 0.49512 -1.18828 -0.10 0.04 0.00 0.095
H -1.02659 -0.83110 -3.22188 -0.12 -0.01 0.04 0.157
H -2.32665 0.97219 -2.24619 -0.16 -0.09 0.05 0.141
H -1.53101 0.80695 -0.66599 0.14 -0.02 -0.06 0.143
C 4.35520 4.04249 -1.10809 -0.25 0.10 0.29 -0.019
C 3.44628 3.51730 -2.19198 0.56 0.20 0.43 -0.325
C 3.28162 4.43167 -3.37608 0.27 -0.05 -0.40 -0.084
O 1.99771 4.03540 -3.87233 -0.18 0.03 0.18 0.060
C 1.29290 3.56065 -2.82239 -0.04 0.07 0.01 -0.569
O 0.12786 3.30844 -2.85298 -0.05 -0.02 -0.04 0.139
O 2.08572 3.40744 -1.73377 -0.22 -0.07 -0.33 0.084
H 4.24335 3.45415 -0.19729 0.09 -0.10 -0.07 0.089
H 5.39658 4.00266 -1.42688 -0.03 -0.04 -0.04 0.093
H 4.10786 5.07442 -0.85308 -0.01 0.00 -0.07 0.089
H 3.77103 2.51951 -2.50083 -0.07 0.03 -0.11 0.163
H 4.05005 4.28939 -4.13280 -0.21 -0.10 -0.16 0.141
H 3.23350 5.48920 -3.10508 0.03 -0.05 0.16 0.141
C -0.59777 1.76111 8.39064 -0.01 0.33 -0.17 -0.020
C -1.67149 0.93787 7.72274 0.43 0.26 0.36 -0.333
C -1.15778 -0.16192 6.83229 -0.01 -0.29 0.17 -0.094
O -2.24617 -0.32824 5.91105 -0.04 0.23 0.02 0.043
C -2.88199 0.87102 5.82786 -0.07 0.06 -0.03 -0.558
O -3.71562 1.13476 5.02546 0.01 0.00 -0.05 0.167
O -2.43055 1.72279 6.78706 -0.13 -0.33 -0.17 0.086
H -1.02357 2.66847 8.81937 -0.05 -0.09 0.10 0.088
H -0.11270 1.19138 9.18320 -0.04 -0.03 -0.01 0.091
H 0.16154 2.07391 7.67198 -0.01 -0.08 -0.03 0.089
H -2.36788 0.55372 8.47469 -0.04 -0.06 -0.08 0.159
H -0.96116 -1.08674 7.37050 -0.13 -0.09 -0.16 0.146
H -0.27035 0.11676 6.26627 0.05 0.04 0.13 0.110
C -1.06694 2.52361 -8.24445 0.11 0.34 -0.08 -0.020
C 0.11372 1.84195 -7.59765 -0.60 0.20 -0.28 -0.331
C -0.00668 1.65155 -6.10739 -0.10 -0.23 0.19 -0.098
O 1.36778 1.60303 -5.70661 0.07 0.08 -0.17 0.047
C 2.07203 2.33153 -6.61321 0.09 0.12 0.08 -0.558
O 3.21079 2.64488 -6.48333 0.03 0.01 0.06 0.160
O 1.29827 2.65130 -7.68084 0.16 -0.23 0.29 0.092
H -0.81784 2.83859 -9.25775 -0.02 -0.14 -0.03 0.089
H -1.92457 1.85198 -8.28560 0.04 -0.04 0.01 0.091
H -1.35292 3.42072 -7.69302 0.03 -0.05 0.06 0.091
H 0.32336 0.89599 -8.10637 0.06 -0.03 0.10 0.160
H -0.52244 0.73197 -5.83617 0.20 -0.06 0.08 0.137
H -0.48236 2.49478 -5.60026 -0.02 0.04 -0.11 0.137
```
Forces are in eV/Å.

Values from the calculation:
HOMO-LUMO gap	8.753	eV
LUMO level	-0.43	eV
max |F|	1.73	eV/Å